No. 1
Here is a molecular structure, C2H6ClIN2 in a non-equilibrium geometry from the OMol25 dataset. Energies are from wB97M-V/def2-TZVPD.

Structure (ORCA input):
```
! wB97M-V def2-TZVPD RIJCOSX def2/J DEFGRID3
* xyz 0 1
C 0.81 0.61 -0.98
C 0.27 0.92 0.44
N -0.13 -1.51 0.69
N -0.94 0.16 0.74
Cl -2.12 0.37 -0.45
I -1.51 -2.72 -0.06
H 0.33 1.12 -1.89
H 1.80 0.86 -1.04
H 0.63 -0.52 -1.01
H 0.99 0.41 1.13
H -0.06 1.94 0.76
H -0.07 -1.62 1.68
*
```

Properties
- Highest occupied orbital energy: -8.863 eV
- Lowest unoccupied orbital energy: 0.0 eV
- Max |F|: 4.0 eV Å⁻¹
- HOMO-LUMO gap: 8.8978 eV


No. 2
Here is a gas-phase ion, C3H13N2Si (charge +1) in a non-equilibrium geometry from the OMol25 dataset. Energies are from wB97M-V/def2-TZVPD.

Structure (ORCA input):
```
! wB97M-V def2-TZVPD RIJCOSX def2/J DEFGRID3
* xyz 1 1
C 0.59 1.48 1.15
Si 0.78 0.59 -0.53
C 2.19 -0.68 -0.48
C -0.83 -0.50 -0.64
N -2.33 0.44 -0.60
N -1.11 -1.32 0.57
H 1.26 2.34 1.18
H -0.41 1.85 1.34
H 0.88 0.85 1.99
H 0.74 1.48 -1.69
H 1.85 -1.71 -0.41
H 2.79 -0.62 -1.38
H 2.86 -0.50 0.35
H -0.95 -1.12 -1.53
H -2.64 0.50 -1.57
H -2.07 1.38 -0.31
H -0.83 -0.79 1.40
H -0.63 -2.23 0.56
H -2.13 -1.45 0.60
*
```

Properties
- SMILES string: C[SiH](C)[C@H](N)[NH3+]
- Highest occupied orbital energy: -14.384 eV
- Lowest unoccupied orbital energy: -3.4 eV
- Max |F|: 4.4 eV Å⁻¹
- HOMO-LUMO gap: 11.0068 eV


No. 3
Here is a molecular structure, C11H22CaNO4S2 in a non-equilibrium geometry from the OMol25 dataset. Energies are from wB97M-V/def2-TZVPD.

Structure (ORCA input):
```
! wB97M-V def2-TZVPD RIJCOSX def2/J DEFGRID3
* xyz 1 1
C 0.05 3.51 0.74
C -0.26 3.15 1.99
C -1.61 2.71 2.48
S -2.45 1.46 1.47
O -1.75 1.14 0.28
O -3.78 1.97 1.19
N -2.71 0.10 2.42
S -1.71 -1.22 2.06
O -1.91 -2.13 3.17
O -2.14 -1.75 0.82
C 0.01 -0.78 1.98
C 0.78 -2.11 1.73
C 1.65 -1.98 0.45
C 0.93 -2.49 -0.81
C 0.68 -1.42 -1.89
C 1.91 -0.62 -2.29
C 1.68 0.43 -3.42
C 0.31 0.39 -4.11
H -0.13 2.88 -0.12
H 0.56 4.45 0.54
H 0.51 3.23 2.75
H -2.31 3.54 2.62
H -1.47 2.26 3.47
H 0.22 -0.13 1.15
H 0.37 -0.33 2.90
H 1.46 -2.29 2.56
H 0.10 -2.94 1.57
H 1.95 -0.93 0.37
H 2.55 -2.56 0.62
H 1.54 -3.28 -1.26
H -0.03 -2.96 -0.58
H -0.15 -0.79 -1.57
H 0.31 -1.95 -2.77
H 2.34 -0.08 -1.45
H 2.68 -1.31 -2.63
H 1.81 1.42 -2.98
H 2.44 0.34 -4.19
H -0.52 0.45 -3.41
H 0.24 1.21 -4.82
H 0.21 -0.56 -4.63
Ca -4.38 -0.01 3.64
*
```

Properties
- Highest occupied orbital energy: -11.728 eV
- Lowest unoccupied orbital energy: -5.8 eV
- Max |F|: 2.5 eV Å⁻¹
- HOMO-LUMO gap: 5.9133 eV


No. 4
Here is a molecular structure, C8H36BClCuN16O8 in a non-equilibrium geometry from the OMol25 dataset. Energies are from wB97M-V/def2-TZVPD.

Structure (ORCA input):
```
! wB97M-V def2-TZVPD RIJCOSX def2/J DEFGRID3
* xyz 0 2
Cu -1.10 0.01 -1.92
B 0.07 -0.60 -0.07
H 0.63 -1.03 0.75
H -0.06 0.46 0.06
H 0.62 -0.77 -0.99
H -0.86 -1.10 -0.27
Cl 0.32 -0.94 -3.75
C 2.34 2.42 1.68
O 2.93 3.32 2.27
N 2.56 1.16 1.93
N 1.38 2.58 0.80
H 2.20 0.57 1.20
H 3.19 0.87 2.66
H 1.32 3.42 0.24
H 0.86 1.77 0.48
C -0.58 2.92 -3.26
O -0.72 2.06 -2.37
N 0.16 2.80 -4.37
N -0.91 4.16 -3.10
H 0.31 3.69 -4.81
H 0.51 1.91 -4.70
H -0.70 4.86 -3.80
H -1.31 4.28 -2.18
C -3.29 -2.68 -0.94
O -2.59 -1.93 -1.65
N -4.21 -3.52 -1.29
N -3.11 -2.93 0.25
H -4.61 -4.15 -0.61
H -4.66 -3.44 -2.18
H -2.67 -2.14 0.69
H -3.65 -3.57 0.83
C 3.49 1.16 -2.13
O 4.31 1.52 -1.27
N 3.43 -0.10 -2.53
N 2.76 1.99 -2.88
H 3.80 -0.54 -1.70
H 2.65 -0.57 -2.98
H 2.81 2.98 -2.67
H 2.02 1.58 -3.43
C -3.66 1.18 -0.13
O -2.54 0.87 -0.51
N -3.73 2.13 0.86
N -4.72 0.58 -0.62
H -4.57 2.46 1.31
H -2.85 2.61 0.96
H -4.44 -0.11 -1.30
H -5.38 0.40 0.13
C 1.53 -1.93 3.88
O 1.22 -1.54 4.97
N 0.69 -2.52 3.02
N 2.72 -1.94 3.33
H 0.85 -2.87 2.08
H -0.28 -2.60 3.29
H 2.90 -2.05 2.34
H 3.47 -1.55 3.88
C -1.21 1.34 3.50
O -1.80 1.13 4.48
N -1.09 0.51 2.54
N -0.48 2.40 3.31
H -0.30 0.51 1.90
H -1.54 -0.37 2.75
H -0.78 3.23 3.79
H -0.01 2.51 2.42
C 2.28 -3.82 -0.45
O 2.99 -4.71 -0.92
N 2.83 -2.83 0.18
N 1.10 -3.60 -0.89
H 3.78 -2.63 -0.10
H 2.09 -2.14 0.14
H 0.76 -4.33 -1.49
H 0.53 -2.80 -0.63
*
```

Properties
- Highest occupied orbital energy (alpha / beta): -9.167 / -9.167 eV
- Lowest unoccupied orbital energy (alpha / beta): -0.6 / -3.0 eV
- Max |F|: 11.1 eV Å⁻¹
- HOMO-LUMO gap (alpha / beta): 8.5830 / 6.1792 eV


No. 5
Here is a molecular structure, C38H42BrF4NNiO7PSb from the OMol25 dataset. Energies are from wB97M-V/def2-TZVPD.

Structure (ORCA input):
```
! wB97M-V def2-TZVPD RIJCOSX def2/J DEFGRID3
* xyz 2 1
Ni 0.47 0.35 -0.18
F 0.11 3.45 6.15
C 0.51 2.78 5.09
C 1.85 2.48 4.92
F 2.74 2.86 5.81
C 2.24 1.76 3.80
F 3.53 1.45 3.68
C 1.33 1.36 2.82
P 1.96 0.33 1.46
C 3.44 1.09 0.81
C 4.45 0.32 0.23
C 5.53 0.95 -0.37
C 5.59 2.33 -0.42
C 4.57 3.10 0.13
C 3.49 2.49 0.74
C 2.27 -1.26 2.24
C 1.16 -2.00 2.66
C 1.35 -3.16 3.39
C 2.63 -3.59 3.71
C 3.73 -2.84 3.32
C 3.56 -1.67 2.60
C -0.02 1.64 3.04
Br -1.39 1.06 1.87
C -0.43 2.35 4.15
F -1.70 2.62 4.36
H 4.40 -0.76 0.24
H 6.32 0.35 -0.80
H 6.44 2.82 -0.89
H 4.62 4.18 0.08
H 2.70 3.09 1.16
H 0.16 -1.66 2.44
H 0.49 -3.73 3.73
H 2.77 -4.49 4.29
H 4.73 -3.15 3.60
H 4.42 -1.07 2.35
O 2.70 0.56 -1.84
N 1.76 0.01 -1.73
C -0.15 -1.11 -4.46
C -0.09 -2.54 -3.93
C -0.64 -3.53 -4.97
C 1.33 -2.94 -3.53
Sb -1.39 -2.64 -2.19
C -1.21 -4.39 -0.90
C -1.94 -5.53 -1.62
C -1.86 -4.07 0.44
C 0.27 -4.72 -0.70
C -3.38 -1.83 -2.51
C -4.22 -2.12 -1.27
C -4.00 -2.49 -3.75
C -3.22 -0.32 -2.71
H 0.58 -1.02 -5.27
H 0.09 -0.35 -3.72
H -1.13 -0.88 -4.88
H 0.03 -3.51 -5.83
H -1.63 -3.26 -5.32
H -0.66 -4.55 -4.60
H 1.99 -2.72 -4.37
H 1.41 -4.00 -3.32
H 1.70 -2.39 -2.66
H -3.00 -5.31 -1.78
H -1.88 -6.42 -1.00
H -1.48 -5.78 -2.58
H -2.93 -3.90 0.36
H -1.39 -3.20 0.91
H -1.70 -4.93 1.09
H 0.76 -5.04 -1.62
H 0.32 -5.56 0.00
H 0.82 -3.89 -0.26
H -4.43 -3.18 -1.15
H -5.18 -1.61 -1.39
H -3.76 -1.73 -0.36
H -4.07 -3.57 -3.66
H -3.47 -2.24 -4.66
H -5.02 -2.11 -3.85
H -2.70 0.16 -1.88
H -4.22 0.11 -2.76
H -2.71 -0.07 -3.64
O 0.22 -1.44 -0.08
O -0.85 -1.15 -0.99
O 1.16 2.49 -2.64
C 0.12 2.61 -2.02
O -0.16 1.89 -0.94
C -0.96 3.53 -2.44
C -2.13 3.66 -1.69
C -3.15 4.53 -2.08
C -2.94 5.25 -3.24
O -3.76 6.14 -3.82
C -3.07 6.64 -4.98
O -1.84 5.93 -5.07
C -1.77 5.12 -3.99
C -0.77 4.27 -3.62
H -2.24 3.09 -0.78
H -4.05 4.65 -1.51
H -2.88 7.71 -4.85
H -3.68 6.44 -5.86
H 0.15 4.17 -4.19
*
```

Properties
- Highest occupied orbital energy (alpha / beta): -11.900 / -11.900 eV
- Lowest unoccupied orbital energy (alpha / beta): -7.4 / -7.4 eV
- Max |F|: 0.9 eV Å⁻¹
- HOMO-LUMO gap (alpha / beta): 4.5002 / 4.5132 eV


No. 6
Here is a molecular structure, C21H26BrF5NNiO2Si2 from the OMol25 dataset. Energies are from wB97M-V/def2-TZVPD.

Structure (ORCA input):
```
! wB97M-V def2-TZVPD RIJCOSX def2/J DEFGRID3
* xyz -1 3
Ni -0.39 -0.01 -0.04
C 2.56 1.61 -2.56
Si 2.90 1.38 -0.74
C 2.72 3.03 0.12
C 4.73 0.95 -0.60
C 1.81 0.09 0.01
C 1.61 0.09 1.44
C 2.53 0.50 2.45
C 2.16 0.44 3.77
C 0.88 0.00 4.13
C 0.02 -0.34 3.12
N 0.37 -0.29 1.83
Si 1.69 -1.56 -0.82
C 1.13 -1.54 -2.60
C 0.60 -2.79 0.10
C 3.39 -2.39 -0.84
H 2.93 2.59 -2.88
H 1.48 1.58 -2.75
H 3.04 0.85 -3.17
H 3.66 3.59 0.04
H 2.47 2.93 1.18
H 1.92 3.61 -0.34
H 5.34 1.74 -1.05
H 4.97 0.01 -1.12
H 5.05 0.84 0.44
H 3.52 0.83 2.16
H 2.86 0.74 4.53
H 0.57 -0.05 5.16
H -1.00 -0.65 3.32
H 0.11 -1.17 -2.71
H 1.15 -2.57 -2.97
H 1.79 -0.94 -3.22
H -0.46 -2.53 0.16
H 0.97 -2.95 1.11
H 0.66 -3.73 -0.47
H 4.03 -1.94 -1.62
H 3.33 -3.46 -1.05
H 3.89 -2.25 0.12
Br -8.26 -0.77 -1.56
C -6.57 -0.88 -0.70
C -6.53 -0.95 0.69
C -5.29 -1.03 1.31
C -4.13 -1.04 0.56
C -4.18 -0.97 -0.83
C -5.42 -0.90 -1.46
C -2.93 -0.99 -1.68
O -3.02 -1.28 -2.86
O -1.84 -0.73 -1.05
H -7.45 -0.93 1.26
H -5.24 -1.08 2.39
H -3.16 -1.08 1.04
H -5.45 -0.87 -2.54
F -0.35 2.68 -1.01
C -0.77 1.97 0.11
F -0.09 2.55 1.18
C -2.22 2.42 0.32
F -2.36 3.74 0.51
F -2.98 2.09 -0.74
F -2.74 1.81 1.40
*
```

Properties
- Highest occupied orbital energy (alpha / beta): -4.599 / -5.171 eV
- Lowest unoccupied orbital energy (alpha / beta): 2.6 / 2.6 eV
- Max |F|: 0.8 eV Å⁻¹
- HOMO-LUMO gap (alpha / beta): 7.1622 / 7.7344 eV